95
Properties=species:S:1:pos:R:3:forces:R:3 method="wB97M-V/def2-TZVPD" energy_ev=-126952.9530 homo_lumo_gap_ev=7.508 charge=+3 homo_energy_ev=-15.792
Sc -0.384944 -0.241109 -0.672952 -0.283 0.332 0.202
C 2.023947 -1.177318 2.513852 -0.220 -0.073 -0.122
C 0.557109 -1.565621 2.780459 0.018 0.190 -0.085
P -0.498515 -0.162627 2.257652 0.118 -0.330 -0.030
C -0.231017 1.030674 3.619424 -0.113 0.064 -0.086
C 0.593908 0.781342 4.717531 0.022 0.013 -0.012
C 0.686564 1.711374 5.743068 0.015 -0.010 0.007
C -0.039498 2.892451 5.693303 0.005 -0.009 -0.007
C -0.872439 3.141546 4.612054 -0.010 0.004 0.016
C -0.966342 2.213383 3.587801 0.025 0.018 -0.004
C -2.239959 -0.643368 2.422586 0.010 0.032 -0.015
C -2.657524 -1.819249 3.042204 -0.001 -0.002 -0.007
C -4.012050 -2.059254 3.227961 0.004 -0.004 0.011
C -4.951706 -1.121630 2.819464 0.001 0.003 -0.003
C -4.542303 0.050096 2.195556 -0.006 0.006 -0.005
C -3.192088 0.279550 1.978687 0.005 -0.044 0.045
C 2.341957 -1.190017 1.016499 0.370 -0.105 0.066
P 2.211839 0.201971 -0.230553 0.028 -0.284 0.118
C 2.350276 1.969215 0.235808 -0.203 0.026 0.000
C 3.411285 2.681515 -0.236542 -0.004 0.110 0.026
C 3.438532 4.113909 -0.344357 -0.061 0.063 0.090
C 2.413737 4.835914 0.123025 0.106 -0.146 0.000
C 1.259851 4.201232 0.822768 0.094 0.077 -0.002
C 1.162962 2.705057 0.667566 0.165 -0.016 -0.047
C 3.708849 -0.188376 -1.177407 0.075 -0.036 0.072
C 3.652882 -0.599940 -2.501993 0.048 0.039 0.035
C 4.810741 -0.962382 -3.179611 0.015 -0.003 -0.008
C 6.032754 -0.921210 -2.529339 0.002 -0.018 -0.016
C 6.099307 -0.535712 -1.194218 -0.005 0.019 0.034
C 4.945715 -0.180554 -0.518548 -0.019 0.032 -0.038
H 2.671609 -1.923817 2.974662 -0.028 0.014 0.075
H 2.272830 -0.223991 2.978431 0.042 0.040 -0.063
H 0.373344 -1.803224 3.828076 0.024 0.036 0.027
H 0.307123 -2.458861 2.203015 -0.051 0.035 -0.028
H 1.163354 -0.131428 4.810945 -0.006 -0.001 -0.001
H 1.324674 1.502354 6.591164 -0.004 0.003 0.002
H 0.035557 3.608015 6.500888 -0.005 0.002 -0.002
H -1.460531 4.048897 4.569549 0.010 0.000 0.001
H -1.637446 2.406544 2.765832 -0.015 0.058 -0.034
H -1.934060 -2.538199 3.405807 -0.009 -0.006 0.005
H -4.334347 -2.966018 3.722084 0.003 -0.003 -0.005
H -6.004030 -1.300357 2.995731 0.002 0.001 -0.001
H -5.277420 0.782542 1.886020 0.007 0.002 0.000
H -2.871700 1.200190 1.498410 -0.027 -0.020 -0.003
H 1.699298 -1.948080 0.549924 0.061 -0.034 -0.059
H 3.352836 -1.566976 0.859942 0.005 0.083 0.126
H 4.286081 2.152693 -0.589095 0.002 -0.005 -0.030
H 4.293447 4.584482 -0.809449 0.002 0.003 0.015
H 2.411388 5.916392 0.039333 0.002 -0.004 -0.010
H 1.484295 4.288580 1.903874 -0.075 -0.015 0.024
H 0.517926 2.245561 1.404199 0.046 0.021 0.025
H 2.702543 -0.651245 -3.005103 -0.062 -0.006 -0.036
H 4.759393 -1.277057 -4.213622 -0.014 -0.002 0.005
H 6.935863 -1.199880 -3.055301 -0.001 0.002 0.000
H 7.051409 -0.518210 -0.681067 -0.003 0.003 -0.001
H 5.005280 0.103716 0.527246 0.034 0.000 -0.008
C 1.027684 1.332820 -4.028207 -0.041 -0.015 -0.009
P -0.057941 0.036246 -3.359357 0.058 -0.001 -0.230
C 0.356758 -1.477838 -4.291049 -0.050 0.069 0.007
C -1.697827 0.488004 -4.038378 -0.029 0.034 0.016
C -2.793940 -0.384085 -3.432332 -0.038 -0.015 -0.015
P -2.926898 -0.108964 -1.627195 -0.209 -0.050 0.016
C -3.860167 1.443235 -1.483350 0.044 -0.005 -0.019
C -4.071057 -1.408356 -1.077361 0.034 -0.009 -0.014
H 0.932229 1.387212 -5.113383 -0.016 -0.022 -0.003
H 2.065642 1.134580 -3.774844 0.037 0.058 -0.023
H 0.745572 2.292899 -3.597781 -0.018 -0.002 -0.002
H 0.281159 -1.303584 -5.364901 0.005 0.020 -0.002
H -0.328247 -2.279167 -4.013407 -0.006 0.001 -0.007
H 1.367981 -1.802567 -4.058676 0.035 -0.068 -0.008
H -1.680267 0.398453 -5.126564 0.043 0.003 -0.005
H -1.867351 1.544036 -3.809997 -0.006 0.004 -0.011
H -2.577791 -1.444894 -3.590222 -0.021 -0.001 0.003
H -3.761139 -0.188295 -3.900350 -0.007 0.015 0.011
H -4.813529 1.360572 -2.006447 -0.002 -0.006 -0.003
H -3.286068 2.266938 -1.907323 -0.015 0.018 0.008
H -4.049108 1.667441 -0.434672 -0.009 0.006 -0.008
H -4.982193 -1.399004 -1.677029 0.003 0.036 -0.013
H -4.329708 -1.247665 -0.032368 -0.004 -0.030 0.017
H -3.597115 -2.385400 -1.171368 -0.024 -0.009 -0.014
Cl -0.319518 2.292977 -0.857485 -0.024 -0.110 -0.043
C 0.028597 5.074821 0.525146 0.028 0.010 -0.053
Cl -1.505922 4.580081 1.256893 0.031 -0.051 0.093
H -0.127531 5.126946 -0.549883 -0.028 -0.027 0.003
H 0.234321 6.076410 0.893817 0.009 0.009 -0.030
N -0.004543 -5.904885 -1.782397 -0.002 0.001 -0.020
C -1.247359 -5.716675 -1.342598 -0.003 -0.013 0.024
N -2.095952 -6.728185 -1.293635 -0.013 0.000 0.002
N -1.709521 -4.524912 -0.925848 -0.031 0.064 -0.135
C -1.090013 -3.425565 -0.926828 0.160 -0.118 0.282
N -0.606034 -2.355953 -0.837775 -0.030 0.039 -0.080
H 0.319035 -6.811791 -2.079647 0.001 -0.001 0.004
H 0.659516 -5.150791 -1.794009 -0.008 0.006 0.004
H -1.844866 -7.663318 -1.570859 0.007 0.000 0.005
H -3.029403 -6.565230 -0.951557 0.000 0.005 -0.008